Entry from the Open Molecules 2025 dataset: 2 unconnected molecules or ions with the total composition C4H14N (ωB97M-V with the def2-TZVPD basis set).

Results
E_LUMO in hartree: -0.136
Calculated total energy in eV: -5858.26265
E_HOMO in Ha: -0.538
2S+1: 1
F_max in hartree/bohr: 0.0174
Energy relative to the best compared isomer or geometry (same formula, charge and spin) in kcal per mole: 13.6
Gap between HOMO and LUMO in eV: 10.920
Charge: +1

Positions of all 19 atoms, in Å:
C (1.7906, 0.2758, 2.4503)
C (2.3999, -0.0128, 1.0851)
H (1.6241, 1.3482, 2.6129)
H (0.8519, -0.2502, 2.6268)
H (2.5147, -0.0081, 3.2211)
H (1.7367, 0.1873, 0.2460)
H (2.6613, -1.0672, 0.9991)
H (3.3236, 0.5431, 0.9426)
C (-1.8986, -0.8584, -0.2572)
N (-1.8301, -0.0042, -1.4942)
C (-0.4671, 0.5841, -1.8005)
H (-2.8613, -1.3632, -0.2638)
H (-1.8184, -0.2315, 0.6312)
H (-1.0659, -1.5520, -0.2854)
H (-2.0804, -0.6177, -2.2680)
H (-2.4996, 0.7600, -1.4290)
H (0.2730, -0.2143, -1.8380)
H (-0.5560, 1.0432, -2.7879)
H (-0.2452, 1.3234, -1.0379)

Entry from the Open Molecules 2025 dataset: 2 unconnected molecules or ions with the total composition C4H14N2 at a distorted geometry (ωB97M-V with the def2-TZVPD basis set).

Results
E_LUMO in hartree: 0.040
Calculated total energy in eV: -7354.14178
E_HOMO in Ha: -0.317
2S+1: 1
F_max in hartree/bohr: 0.0195
Energy relative to the best compared isomer or geometry (same formula, charge and spin) in kcal per mole: 22.5
Gap between HOMO and LUMO in eV: 9.694

Positions of all 20 atoms, in Å:
C (1.7981, 0.7015, 1.5264)
N (2.4765, -0.5699, 1.4271)
C (3.7770, -0.4857, 0.8039)
H (1.6809, 1.0727, 0.5013)
H (2.3717, 1.5016, 2.0285)
H (0.8190, 0.6414, 1.9928)
H (2.4621, -1.0599, 2.3084)
H (3.6735, -0.5099, -0.2857)
H (4.3399, 0.4284, 1.0077)
H (4.3521, -1.3411, 1.0735)
C (-3.5170, 0.5105, -2.0668)
N (-3.1701, -0.5899, -1.1706)
C (-1.8631, -0.4950, -0.5307)
H (-3.2725, 0.2409, -3.0968)
H (-2.9811, 1.4319, -1.8167)
H (-4.5920, 0.6666, -2.0666)
H (-3.8721, -0.6788, -0.4494)
H (-1.6182, -1.4800, -0.1306)
H (-1.1125, -0.2658, -1.2972)
H (-1.7522, 0.2804, 0.2417)

Entry from the Open Molecules 2025 dataset: 2 unconnected molecules or ions with the total composition C4H14N2 at a distorted geometry (ωB97M-V with the def2-TZVPD basis set).

Results
E_LUMO in hartree: 0.035
Calculated total energy in eV: -7354.86077
E_HOMO in Ha: -0.341
2S+1: 1
F_max in hartree/bohr: 0.0417
Energy relative to the best compared isomer or geometry (same formula, charge and spin) in kcal per mole: 5.9
Gap between HOMO and LUMO in eV: 10.238

Positions of all 20 atoms, in Å:
C (2.0240, 3.8899, -0.0470)
C (3.0103, 3.0515, -0.8961)
C (2.2986, 1.7880, -1.3998)
H (1.0203, 3.9215, -0.4686)
H (2.3310, 4.9394, -0.0448)
H (1.9891, 3.5039, 0.9688)
H (3.8475, 2.8107, -0.2455)
H (3.3350, 3.6566, -1.7394)
H (3.0194, 1.1976, -1.9906)
H (1.9162, 1.1294, -0.6282)
H (1.6018, 2.0210, -2.2071)
N (-3.4874, -2.5546, 0.7378)
C (-2.4371, -3.5598, 0.8204)
N (-2.7991, -4.7288, 1.5891)
H (-3.1105, -1.6481, 0.4778)
H (-4.2454, -2.7467, 0.1106)
H (-2.1317, -3.8856, -0.1813)
H (-1.5747, -3.1381, 1.3279)
H (-2.9746, -4.4362, 2.5352)
H (-3.6329, -5.2116, 1.2808)

Entry from the Open Molecules 2025 dataset: 2 unconnected molecules or ions with the total composition C4H14N2O at a distorted geometry (ωB97M-V with the def2-TZVPD basis set).

Results
⟨S²⟩: 0.751
E_LUMO (spin up / spin down) in hartree: 0.140 / 0.137
Calculated total energy in eV: -9401.02381
E_HOMO (spin up / spin down) in Ha: 0.037 / -0.209
2S+1: 2
F_max in hartree/bohr: 0.0498
Energy relative to the best compared isomer or geometry (same formula, charge and spin) in kcal per mole: 12.9
Gap between HOMO and LUMO (spin up / spin down) in eV: 2.808 / 9.432
Charge: -1

Positions of all 21 atoms, in Å:
C (1.1295, -0.4654, 1.0218)
N (2.0339, -1.6127, 0.8278)
C (0.3336, -0.0214, -0.2081)
C (-1.1961, 0.0883, 0.0006)
C (-1.5643, 1.0301, 1.1673)
N (-2.8080, 1.7742, 0.9646)
H (1.7220, 0.3801, 1.3820)
H (0.4474, -0.7830, 1.8137)
H (1.5271, -2.3401, 0.3411)
H (2.8407, -1.3259, 0.2930)
H (0.5115, -0.6051, -1.1000)
H (0.7288, 0.9410, -0.5630)
H (-1.5678, -0.9055, 0.1878)
H (-1.5244, 0.5554, -0.9340)
H (-1.7839, 0.3691, 2.0080)
H (-0.7777, 1.6569, 1.5833)
H (-3.4522, 1.2115, 0.4307)
H (-2.7186, 2.6820, 0.5246)
H (2.2830, -0.3993, -2.6314)
H (1.5245, -1.3970, -3.6100)
O (2.3108, -0.8331, -3.4999)

Entry from the Open Molecules 2025 dataset: 2 unconnected molecules or ions with the total composition C4H14N2O at a distorted geometry (ωB97M-V with the def2-TZVPD basis set).

Results
⟨S²⟩: 0.750
E_LUMO (spin up / spin down) in hartree: 0.136 / 0.130
Calculated total energy in eV: -9399.72721
E_HOMO (spin up / spin down) in Ha: 0.044 / -0.189
2S+1: 2
F_max in hartree/bohr: 0.1180
Energy relative to the best compared isomer or geometry (same formula, charge and spin) in kcal per mole: 42.8
Gap between HOMO and LUMO (spin up / spin down) in eV: 2.510 / 8.688
Charge: -1

Positions of all 21 atoms, in Å:
C (-1.1483, -2.3203, -0.1846)
C (0.0766, -1.9453, -1.0362)
C (0.3246, -0.4188, -1.4367)
N (1.1323, 0.2568, -0.4268)
C (0.9371, 1.6653, -0.2510)
N (1.0557, 2.0236, 1.2308)
H (-2.0061, -1.7470, -0.2315)
H (-0.8275, -2.4479, 0.9286)
H (-1.6794, -3.2098, -0.4689)
H (0.8906, -2.3081, -0.6412)
H (0.1112, -2.5106, -2.0329)
H (-0.6572, -0.0589, -1.6362)
H (0.8424, -0.3507, -2.4286)
H (1.0523, -0.2420, 0.4740)
H (1.7582, 2.3003, -0.6465)
H (0.0002, 2.0393, -0.6613)
H (2.0092, 2.0256, 1.6016)
H (0.5648, 2.8122, 1.5174)
H (-1.4188, 1.3963, 2.9360)
H (-1.1919, 1.7267, 1.3686)
O (-1.8258, 1.3136, 2.0254)

Entry from the Open Molecules 2025 dataset: 2 unconnected molecules or ions with the total composition C4H14N2O at a distorted geometry (ωB97M-V with the def2-TZVPD basis set).

Results
⟨S²⟩: 0.750
E_LUMO (spin up / spin down) in hartree: 0.125 / 0.122
Calculated total energy in eV: -9400.97211
E_HOMO (spin up / spin down) in Ha: 0.040 / -0.228
2S+1: 2
F_max in hartree/bohr: 0.0460
Energy relative to the best compared isomer or geometry (same formula, charge and spin) in kcal per mole: 14.1
Gap between HOMO and LUMO (spin up / spin down) in eV: 2.307 / 9.535
Charge: -1

Positions of all 21 atoms, in Å:
C (0.4748, -0.6871, -0.2801)
C (-0.6386, 0.2092, 0.2485)
C (-1.7264, -0.6053, 0.9226)
N (-0.1329, 1.2295, 1.2537)
C (0.7789, 2.2631, 0.8478)
N (2.1562, 1.9344, 0.4216)
H (0.0020, -1.5681, -0.7195)
H (1.1494, -1.0787, 0.4818)
H (1.0496, -0.2161, -1.0794)
H (-0.9807, 0.9853, -0.4404)
H (-2.6422, -0.0230, 1.0580)
H (-1.3968, -0.5984, 1.9781)
H (-1.9023, -1.5971, 0.5310)
H (0.3098, 0.7221, 2.0225)
H (0.8358, 2.9878, 1.6633)
H (0.2745, 2.8242, 0.0474)
H (2.6476, 1.7556, 1.2834)
H (2.1372, 1.0408, -0.0598)
H (-1.5349, -3.3682, -3.4576)
H (-0.2209, -4.0402, -2.9637)
O (-0.9015, -3.3678, -2.7165)

Entry from the Open Molecules 2025 dataset: 2 unconnected molecules or ions with the total composition C4H14N2O (ωB97M-V with the def2-TZVPD basis set).

Results
E_LUMO in hartree: 0.033
Calculated total energy in eV: -9402.49683
E_HOMO in Ha: -0.337
2S+1: 1
F_max in hartree/bohr: 0.0123
Energy relative to the best compared isomer or geometry (same formula, charge and spin) in kcal per mole: 25.6
Gap between HOMO and LUMO in eV: 10.057

Positions of all 21 atoms, in Å:
C (0.2570, -0.0971, -1.3780)
C (-1.0937, 0.3637, -1.9576)
C (-1.6824, 1.6131, -1.2916)
N (-2.2520, 1.3777, 0.0311)
C (0.3490, -0.5011, 0.0963)
N (1.7327, -0.6533, 0.5680)
H (0.9504, 0.7102, -1.6021)
H (0.5591, -0.9806, -1.9333)
H (-1.8186, -0.4528, -1.9185)
H (-0.8390, 0.6226, -2.9949)
H (-2.4826, 2.0310, -1.9116)
H (-0.8528, 2.3230, -1.2383)
H (-1.6535, 1.6036, 0.8137)
H (-3.1813, 1.7449, 0.1477)
H (-0.1822, 0.1845, 0.7575)
H (-0.1706, -1.4495, 0.2273)
H (2.2865, -1.0501, -0.1857)
H (2.0867, 0.2959, 0.6719)
H (1.5565, -2.2817, 2.8562)
H (2.7975, -1.4637, 2.7348)
O (2.2887, -1.9563, 3.3885)

Entry from the Open Molecules 2025 dataset: 2 unconnected molecules or ions with the total composition C4H14N2O at a distorted geometry (ωB97M-V with the def2-TZVPD basis set).

Results
E_LUMO in hartree: 0.028
Calculated total energy in eV: -9399.84134
E_HOMO in Ha: -0.336
2S+1: 1
F_max in hartree/bohr: 0.1256
Energy relative to the best compared isomer or geometry (same formula, charge and spin) in kcal per mole: 86.8
Gap between HOMO and LUMO in eV: 9.905

Positions of all 21 atoms, in Å:
N (-1.2548, 1.2361, 1.1753)
C (-0.9141, 0.0116, 1.8449)
C (0.1344, -0.8264, 1.0934)
N (0.4829, -0.1726, -0.1409)
C (0.6067, -0.9284, -1.3729)
C (1.8434, 0.4633, 0.1838)
H (-0.5635, 1.3945, 0.4153)
H (-2.0498, 0.9050, 0.6290)
H (-1.8082, -0.6660, 1.8103)
H (-0.3626, 0.1305, 2.8677)
H (-0.5647, -1.8922, 0.8259)
H (1.1175, -1.0506, 1.6560)
H (0.3400, -0.3177, -2.3021)
H (1.5754, -1.3462, -1.6827)
H (-0.1394, -1.7861, -1.4909)
H (1.5612, 1.1433, 1.0473)
H (2.2887, 1.0384, -0.6252)
H (2.6667, -0.2894, 0.4727)
H (-2.0207, 0.3677, -2.3905)
H (-1.1371, 1.3638, -1.6407)
O (-1.8020, 1.2215, -2.3756)

Entry from the Open Molecules 2025 dataset: 2 unconnected molecules or ions with the total composition C4H14N2O at a distorted geometry (ωB97M-V with the def2-TZVPD basis set).

Results
E_LUMO in hartree: 0.032
Calculated total energy in eV: -9400.48099
E_HOMO in Ha: -0.340
2S+1: 1
F_max in hartree/bohr: 0.0940
Energy relative to the best compared isomer or geometry (same formula, charge and spin) in kcal per mole: 72.1
Gap between HOMO and LUMO in eV: 10.122

Positions of all 21 atoms, in Å:
C (-1.8747, -1.3340, -1.5886)
C (-0.9734, -0.3152, -0.7928)
C (-0.9440, -0.9001, 0.6220)
C (0.3029, -0.7151, 1.5082)
N (1.3091, 0.1541, 0.8993)
N (-1.2493, 1.0911, -1.0820)
H (-2.3515, -0.8895, -2.5359)
H (-1.2051, -2.0832, -2.0398)
H (-2.4224, -1.8202, -0.8795)
H (0.0477, -0.3350, -1.1582)
H (-1.1190, -2.1562, 0.6316)
H (-1.7928, -0.5893, 1.1961)
H (0.0314, -0.0950, 2.3334)
H (0.5977, -1.7065, 1.8868)
H (0.9013, 0.7452, 0.2382)
H (1.8582, -0.5380, 0.3158)
H (-1.2875, 1.2375, -2.2037)
H (-2.1605, 1.5279, -0.8315)
H (3.4065, 3.1652, 1.5841)
H (4.6895, 2.3566, 0.8699)
O (4.2358, 3.1998, 1.0266)

Entry from the Open Molecules 2025 dataset: 3 unconnected molecules or ions with the total composition C4H14N2O at a distorted geometry (ωB97M-V with the def2-TZVPD basis set).

Results
E_LUMO in hartree: -0.145
Calculated total energy in eV: -9393.56994
E_HOMO in Ha: -0.290
2S+1: 1
F_max in hartree/bohr: 0.0801
Energy relative to the best compared isomer or geometry (same formula, charge and spin) in kcal per mole: 231.5
Gap between HOMO and LUMO in eV: 3.949

Positions of all 21 atoms, in Å:
C (0.1600, -1.5022, -1.7110)
C (0.1014, -0.1930, -0.9265)
C (-0.7672, -0.2881, 0.2959)
C (0.0104, -0.1308, 1.6171)
N (0.3300, -1.4535, 2.2027)
N (-0.4729, 0.8141, -1.7610)
H (-0.4837, -2.2721, -1.2640)
H (-0.1834, -1.4910, -2.7389)
H (1.1216, -2.0294, -1.6993)
H (1.1664, 0.2014, -0.7580)
H (-1.4452, -1.1406, 0.2694)
H (-1.3412, 0.6418, 0.3660)
H (0.8356, 0.5097, 1.3090)
H (-0.6606, 0.4089, 2.3053)
H (0.8797, -1.5907, 1.1381)
H (1.0966, -1.3955, 2.8773)
H (-0.0599, 0.8942, -2.6793)
H (1.7359, -1.1485, 0.3138)
H (-0.6343, 1.7133, -1.3073)
H (0.8401, 2.9301, 0.7965)
O (0.1414, 2.6389, 0.2092)

Entry from the Open Molecules 2025 dataset: 2 unconnected molecules or ions with the total composition C4H14N2O at a distorted geometry (ωB97M-V with the def2-TZVPD basis set).

Results
E_LUMO in hartree: 0.031
Calculated total energy in eV: -9401.07780
E_HOMO in Ha: -0.328
2S+1: 1
F_max in hartree/bohr: 0.0939
Energy relative to the best compared isomer or geometry (same formula, charge and spin) in kcal per mole: 58.3
Gap between HOMO and LUMO in eV: 9.763

Positions of all 21 atoms, in Å:
N (0.0522, 1.5204, 0.2190)
C (1.4005, 1.2309, -0.0823)
C (1.5297, -0.3347, 0.0022)
N (0.5339, -1.0015, -0.9110)
C (-0.6997, -1.4495, -0.3636)
C (-1.9318, -1.3944, -1.2991)
H (-0.7219, 0.9851, -0.0947)
H (-0.2239, 2.4685, -0.1734)
H (2.1295, 1.5798, 0.6831)
H (1.7358, 1.7596, -1.1201)
H (2.5585, -0.5442, -0.4596)
H (1.3627, -0.6557, 1.0582)
H (0.3453, -0.2915, -1.6303)
H (-0.4746, -2.4984, -0.1178)
H (-1.0436, -0.8015, 0.5415)
H (-1.7379, -1.8530, -2.2709)
H (-2.1498, -0.3031, -1.5139)
H (-2.8703, -1.9761, -0.7873)
H (0.1400, 0.5017, 3.1155)
H (0.1866, 1.6644, 2.1440)
O (-0.1211, 1.3931, 3.0605)

Entry from the Open Molecules 2025 dataset: 2 unconnected molecules or ions with the total composition C4H14N2O at a distorted geometry (ωB97M-V with the def2-TZVPD basis set).

Results
E_LUMO in hartree: 0.035
Calculated total energy in eV: -9402.37008
E_HOMO in Ha: -0.328
2S+1: 1
F_max in hartree/bohr: 0.0247
Energy relative to the best compared isomer or geometry (same formula, charge and spin) in kcal per mole: 28.5
Gap between HOMO and LUMO in eV: 9.873

Positions of all 21 atoms, in Å:
C (-0.9954, -2.1305, 0.0374)
C (-1.1010, -1.1845, 1.2282)
C (-0.9964, 0.2691, 0.8404)
N (0.4086, 0.6075, 0.5227)
C (0.5490, 1.4325, -0.7131)
N (-0.0987, 2.7524, -0.7438)
H (-1.9084, -2.1666, -0.5640)
H (-0.2468, -1.7685, -0.6768)
H (-0.7220, -3.1315, 0.3642)
H (-0.3688, -1.4457, 1.9809)
H (-2.0136, -1.4587, 1.7518)
H (-1.6211, 0.5391, 0.0003)
H (-1.3534, 0.9135, 1.6568)
H (0.7912, 1.2046, 1.2465)
H (0.2134, 0.7835, -1.5171)
H (1.6158, 1.5943, -0.7898)
H (-1.0038, 2.7077, -0.2885)
H (0.4874, 3.3365, -0.1549)
H (3.5571, -0.9891, -1.5611)
H (2.1718, -1.1258, -0.9280)
O (2.6352, -0.7397, -1.6919)

Q: Among the records above, which one has the highest energy relative to the best compared isomer or geometry (same formula, charge and spin)?
A: number 10

Q: Which value of 2S+1 does entry 7 give?
A: 1